Entry from OMol25: a molecular structure, C12H17BCrN6O2 in a non-equilibrium geometry (ωB97M-V with the def2-TZVPD basis set).

Element x y z (Å)
H -2.2218 -0.8263 2.5869
N -0.6826 -1.2770 1.2135
B 1.3065 -2.3015 -0.0101
N 0.1295 -2.3831 0.9985
C -0.2215 -3.3461 1.8613
Cr -0.4978 0.3274 0.1693
H 0.2987 -4.2933 1.8318
C -1.2524 -2.8643 2.6684
H -1.7360 -3.3906 3.4686
C -1.5161 -1.5638 2.2355
H 1.9340 -3.3047 -0.0753
C 0.8175 4.6629 -0.5015
H 0.5998 5.3339 -1.3310
H 0.0392 3.8807 -0.4582
H 1.7752 4.1610 -0.6709
N 2.1330 -1.0646 0.4421
N 0.7035 -1.8569 -1.3631
N 1.5076 0.1594 0.5855
N -0.0640 -0.7081 -1.4114
C 3.4341 -0.9194 0.7315
C 0.8276 -2.3508 -2.5998
H 4.0941 -1.7757 0.6677
H 1.3943 -3.2615 -2.7542
C 3.6574 0.4105 1.0860
C 0.1428 -1.5091 -3.4791
C 2.4190 1.0549 0.9884
C -0.4125 -0.4965 -2.6950
H 4.5946 0.8447 1.3795
H 0.0614 -1.6163 -4.5432
H 2.1365 2.0784 1.1930
H -1.0429 0.3394 -2.9643
H 0.8293 5.1839 0.4279
C -4.2182 2.0189 -0.0869
C -2.8086 1.5944 0.2632
O -2.2118 1.9064 1.3227
O -2.2418 0.8450 -0.6467
H -4.5308 2.8985 0.4817
H -4.8964 1.1908 0.1463
H -4.2806 2.2185 -1.1589

Cartesian forces (eV/Å) of the 2 atoms listed first:
H 0.027 -0.040 -0.074
N -0.458 -3.240 2.313

The total charge is 0. The spin multiplicity is 5. Its largest force on an atom is 4.0 eV Å⁻¹. For the HOMO-LUMO gap (alpha / beta), the calculation gives 7.34 / 9.76 eV. Its total energy is -54856.345 eV. As for the expectation value of S²: 6.0147.

---

Entry from OMol25: a molecular structure, C12H27ClILaN2OP2 in a non-equilibrium geometry (ωB97M-V with the def2-TZVPD basis set).

Element x y z (Å)
C -0.0551 1.5878 -3.5594
C -0.0814 1.2072 -2.1440
H -0.0500 2.6844 -3.7281
H -0.9512 1.1594 -4.0428
H 0.8206 1.1386 -4.0616
O -0.1065 1.8153 -1.1223
I 1.1926 -3.7584 -2.9480
La 0.0907 -1.4091 -1.4154
P 2.8179 -0.3358 -0.8490
C 3.2097 1.0140 0.3150
C 3.3378 -1.8034 0.1571
H 4.4083 -1.9696 0.0572
H 5.0725 -0.6408 -1.7371
H 2.7916 -2.6880 -0.1825
H 3.8158 -0.6097 -3.0153
H 2.5554 0.9674 1.1901
H 3.0948 -1.6237 1.2081
C 4.1518 -0.1473 -2.0798
H 4.2499 0.9091 0.6402
H 4.3383 0.9202 -2.2702
H 3.0794 1.9807 -0.1805
P -2.7984 -0.2630 -0.7496
C -3.1041 1.2019 0.2951
C -4.0950 0.0331 -2.0034
H -3.0262 -2.4914 0.0964
H -4.6199 -1.6793 0.2415
H -3.2831 -1.3273 1.3819
C -3.5358 -1.5546 0.3441
H -3.7401 -0.3634 -2.9592
H -5.0204 -0.4719 -1.7019
H -4.1276 1.1242 0.6685
H -3.0025 2.1106 -0.3020
H -4.2633 1.1184 -2.1103
H -2.4131 1.2390 1.1409
Cl -0.9457 -3.4415 -0.1563
C -0.1463 1.7006 4.0114
N -0.0337 0.5996 3.0550
C 0.2224 -0.7352 3.3437
C 0.2769 -1.4004 2.1508
N 0.0793 -0.4959 1.1117
C -0.1170 0.6995 1.7061
H -1.0675 1.5955 4.6093
H 0.7145 1.7039 4.6957
H -0.1675 2.6311 3.4250
H 0.3110 -1.1063 4.3435
H 0.4222 -2.4539 1.9393
H -0.3023 1.6284 1.1910

Cartesian forces (eV/Å) of the 2 atoms listed first:
C -0.112 0.543 -1.314
C 0.041 1.160 1.392

The total charge is +2. Its largest force on an atom is 2.4 eV Å⁻¹. For the HOMO-LUMO gap (alpha / beta), the calculation gives 7.17 / 4.92 eV. Its total energy is -57956.963 eV.

---

Entry from OMol25: a molecular structure, C27H52O13V in a non-equilibrium geometry (ωB97M-V with the def2-TZVPD basis set).

Element x y z (Å)
V 2.1728 -2.5366 -2.4299
C 2.1845 -1.7625 1.4874
C 2.5107 -3.1563 0.9808
O 2.2963 -3.3853 -0.4015
H 1.1213 -1.5301 1.5493
H 2.7159 -1.0611 0.8442
H 2.4352 -1.5360 2.5237
H 1.8550 -3.8681 1.4824
H 3.5049 -3.4335 1.3314
C -0.2481 0.2947 -0.0161
C -0.3803 -0.2009 -1.4349
O 0.6165 -1.1089 -1.7806
H -0.4193 -0.5529 0.6474
H -1.0336 1.0195 0.1981
H 0.7320 0.7470 0.1352
H -0.4868 0.7301 -1.9917
H -1.3307 -0.7252 -1.3355
C 3.3523 1.0222 3.8307
C 3.9567 1.3939 2.4991
C 2.9811 2.3937 1.8484
O 3.8306 3.2528 1.2096
C 4.9631 3.3222 1.8915
O 5.7711 4.3034 1.9915
O 5.0190 2.2536 2.6940
H 3.0232 1.9139 4.3643
H 3.9944 0.3962 4.4503
H 2.4796 0.4347 3.5452
H 4.3996 0.6563 1.8298
H 2.3508 3.0343 2.4653
H 2.3795 1.8877 1.0933
C 0.4279 3.9051 -0.4169
C -0.1601 4.3444 0.8855
C -0.1145 3.1507 1.8569
O 0.2547 3.7739 3.1047
C 0.7808 4.9222 2.8386
O 1.3282 5.5964 3.6787
O 0.6778 5.2435 1.5763
H 1.1787 3.1187 -0.4941
H 0.9338 4.7967 -0.7873
H -0.3423 3.4142 -1.0117
H -1.1604 4.7150 0.6616
H 0.5179 2.3355 1.5053
H -1.1641 2.8776 1.9659
C 1.9539 4.3883 -4.2608
C 1.2875 3.2101 -4.7887
O 0.5430 3.4185 -5.7607
C 1.3963 1.9525 -3.9147
H 3.0137 4.4233 -4.5134
H 1.6262 4.3936 -3.2212
H 1.6204 5.2257 -4.8737
H 1.3418 2.0696 -2.8324
H 2.2008 1.2681 -4.1838
H 0.5285 1.3596 -4.2034
C -1.6540 -3.4349 -3.3877
C -0.6667 -4.4219 -2.9278
O 0.4139 -3.9514 -2.6012
C -1.1469 -5.8835 -2.8160
H -1.6243 -2.7274 -2.5590
H -2.6987 -3.6951 -3.5581
H -1.4138 -2.8867 -4.2987
H -1.7027 -5.9859 -1.8840
H -0.4226 -6.6341 -2.4996
H -1.7809 -6.3838 -3.5480
C -3.2871 0.7651 -4.6491
C -4.3058 1.1276 -3.5684
O -5.0525 2.0716 -3.7771
C -4.3680 0.3653 -2.2577
H -3.5514 1.3692 -5.5171
H -3.4207 -0.2501 -5.0227
H -2.2750 1.0816 -4.3970
H -4.6938 -0.6411 -2.5204
H -5.2662 0.7762 -1.7967
H -3.4082 0.3931 -1.7419
C -2.5706 -3.4437 1.9242
C -2.0983 -4.8064 1.4505
O -2.8655 -5.6717 1.1319
C -0.6506 -5.2577 1.2403
H -1.8862 -2.6705 1.5752
H -2.4358 -3.2748 2.9926
H -3.6275 -3.3022 1.6981
H -0.5648 -6.2187 0.7332
H -0.1503 -5.1966 2.2068
H -0.2167 -4.4523 0.6478
C -2.6914 -0.1336 3.5598
C -1.7389 -0.5119 4.7407
O -2.2320 -0.6931 5.9065
C -0.4103 -0.8545 4.3948
H -3.2357 0.6929 4.0166
H -3.5628 -0.7558 3.3557
H -2.1486 0.0989 2.6436
H -0.0482 -1.8744 4.5247
H 0.2839 -0.2055 4.9287
H -0.2422 -0.6239 3.3428

Cartesian forces (eV/Å) of the 2 atoms listed first:
V -3.430 0.195 4.662
C -0.230 0.437 0.084

The total charge is 0. The spin multiplicity is 4. Its largest force on an atom is 6.9 eV Å⁻¹. For the HOMO-LUMO gap (alpha / beta), the calculation gives 6.99 / 7.15 eV. Its total energy is -81139.858 eV. As for the expectation value of S²: 3.7588.

---

Entry from OMol25: a molecular structure, C29H45BaN2O4Sb2Si2 in a non-equilibrium geometry (ωB97M-V with the def2-TZVPD basis set).

Element x y z (Å)
Ba 0.4899 -1.2580 0.9581
C -0.6044 -0.5386 4.9566
C 0.8702 -0.5329 4.6146
N 1.3929 -0.6344 3.4151
C 2.7664 -0.5148 3.5991
C 3.0292 -0.3260 4.8859
N 1.8368 -0.3434 5.5246
C 4.3197 -0.1272 5.5915
O 5.4043 -0.1824 4.9130
O 4.2895 0.0645 6.7888
C 3.6503 -0.6141 2.4368
O 4.8806 -0.4265 2.5913
O 3.1141 -0.9599 1.3669
H -1.1903 -0.7421 4.0404
H -0.9123 0.4392 5.3320
H -0.8576 -1.2589 5.7184
H 1.7789 -0.2343 6.5402
H 5.2491 -0.3165 3.8879
C 0.6860 -0.9021 -4.5455
Sb 1.0411 -0.0737 -2.5871
C 3.0138 -0.8979 -2.4216
C 1.6528 1.9298 -3.2473
C 0.5478 2.9336 -3.4316
C -0.4367 2.6413 -4.3670
C -1.4267 3.5543 -4.6851
C -1.4275 4.7778 -4.0595
C -0.4495 5.0936 -3.1408
C 0.5455 4.1946 -2.7976
C 1.5946 4.6246 -1.8097
Sb 1.1959 4.0936 0.3462
C 2.4224 2.3005 0.4239
C -0.5170 2.8447 -0.0562
H -0.3657 -0.9404 -4.8228
H 1.0883 -1.9061 -4.5894
H 1.1812 -0.3238 -5.3234
H 3.5927 -0.6212 -3.3223
H 2.9745 -1.9653 -2.2710
H 3.4980 -0.4868 -1.5322
H 2.1463 1.7612 -4.1837
H 2.4364 2.2736 -2.5989
H -0.3954 1.6808 -4.8851
H -2.1762 3.3248 -5.4283
H -2.2008 5.5089 -4.2473
H -0.4227 6.0720 -2.6543
H 1.7820 5.6820 -1.8100
H 2.5769 4.1470 -1.9822
H 3.4911 2.4109 0.2389
H 1.9674 1.5948 -0.2811
H 2.3481 1.8725 1.4062
H -1.3605 3.4515 -0.3387
H -0.7588 2.2856 0.8492
H -0.3755 2.1106 -0.8254
C 2.6263 -5.6627 0.2485
Si 0.8360 -5.1000 0.6675
C -0.2166 -6.1367 -0.5987
C 0.4579 -6.0651 2.3293
H 2.7300 -6.7743 0.3488
H 3.3764 -5.1890 0.8972
H 2.8201 -5.4140 -0.7976
H 0.0426 -7.2254 -0.4956
H 0.0155 -5.8061 -1.6334
H -1.2764 -6.0535 -0.3875
H 0.5444 -7.1762 2.2111
H -0.5801 -5.8558 2.6712
H 1.0955 -5.7114 3.1591
C -4.3299 -2.0520 0.4271
Si -3.2970 -0.5961 1.1689
C -4.4696 -0.0526 2.5898
C -3.5691 0.7613 -0.1415
C -3.2227 0.5610 -1.5097
C -3.3937 1.5449 -2.4728
C -3.8910 2.8001 -2.1233
C -4.2742 3.0109 -0.8096
C -4.1167 1.9982 0.1474
H -5.3844 -1.7801 0.3844
H -4.1921 -2.9600 1.0374
H -4.0350 -2.3565 -0.5780
H -5.4462 0.2797 2.1577
H -4.0824 0.7507 3.2273
H -4.6258 -0.9474 3.2118
H -2.8186 -0.4188 -1.7917
H -3.1249 1.3274 -3.5222
H -3.9956 3.5932 -2.8482
H -4.7240 3.9350 -0.5074
H -4.4559 2.2308 1.1528

Cartesian forces (eV/Å) of the 2 atoms listed first:
Ba -0.254 -0.844 -0.263
C 0.341 0.288 -0.882

The total charge is -1. Its largest force on an atom is 2.0 eV Å⁻¹. For the HOMO-LUMO gap, the calculation gives 5.45 eV. Its total energy is -71500.352 eV.

---

Entry from OMol25: 9 unconnected molecules or ions with the total composition C25H52BN9O22P2 in a non-equilibrium geometry (ωB97M-V with the def2-TZVPD basis set).

Element x y z (Å)
C -3.3303 0.6911 -0.2541
C -2.2710 1.2919 0.2742
C -1.2699 1.9134 1.3904
C -1.8576 2.3984 2.8055
C -3.4870 2.5676 2.8352
C -3.9536 4.0540 2.3486
C -5.1116 3.9073 1.2233
C -5.1584 5.1169 0.1472
C -0.8870 3.3704 0.7230
O -1.5703 4.1246 -0.0229
O 0.4629 3.5434 1.2585
C 1.1053 2.3214 1.7922
O 1.2792 2.3098 3.2735
C 1.7682 3.5660 3.7294
N 2.2067 4.5976 4.2157
B 2.6866 2.3457 1.3113
O 3.6651 1.3540 1.6972
O 3.0509 3.4961 0.4733
C 4.4995 3.6517 0.3950
C 0.1349 1.1530 1.2521
P 0.3433 0.5584 -0.5815
C 0.8625 1.9623 -1.7270
O 1.7604 -0.4727 -0.4974
P 0.4872 -0.4797 2.1588
C -0.1231 -0.5188 3.9454
C -0.5922 -1.8009 1.2528
C -0.9606 -3.0736 2.1787
H -4.1523 -0.0137 -0.6709
H -1.5763 1.7743 3.7205
H -1.4460 3.4724 3.0087
H -4.0444 1.7100 2.3149
H -3.7707 2.5099 3.9653
H -3.0572 4.7086 2.0101
H -4.4111 4.6185 3.2625
H -5.0327 2.9087 0.6243
H -6.1324 3.9181 1.7821
H -4.7710 4.7645 -0.8869
H -6.2626 5.4436 -0.0398
H -4.5656 6.0196 0.5674
H 4.0361 0.9609 0.8672
H 4.9743 3.6191 1.4424
H 4.9917 2.9410 -0.3692
H 4.6875 4.7290 -0.0145
H 1.9281 2.3834 -1.5474
H 0.0778 2.8245 -1.8029
H 0.8975 1.5132 -2.8057
H 2.0392 -0.7385 -1.4074
H 0.0074 0.4511 4.5463
H -1.2761 -0.7137 3.9061
H 0.3503 -1.3748 4.5573
H -1.5492 -1.3428 0.7886
H 0.0090 -2.2254 0.3465
H -0.3786 -3.1544 3.1638
H -2.1081 -3.0877 2.3058
H -0.7099 -4.0449 1.5795
C 4.1617 2.6732 -4.1015
N 4.3036 1.6999 -2.9874
O 5.3052 1.7863 -2.2868
O 3.4049 0.8809 -2.8522
H 5.0267 3.3357 -4.1017
H 4.1112 2.1067 -5.0265
H 3.2447 3.2367 -3.9314
C 1.2667 -7.2366 2.2304
N -0.2118 -7.2159 2.0770
O -0.6594 -7.1487 0.9363
O -0.8753 -7.2675 3.1026
H 1.7229 -7.1856 1.2448
H 1.5476 -6.3710 2.8302
H 1.5316 -8.1670 2.7297
C 0.5492 3.8051 -7.2935
N 1.4014 3.6642 -6.0841
O 1.3672 2.5892 -5.4949
O 2.0748 4.6359 -5.7661
H 0.0113 2.8716 -7.4549
H -0.1462 4.6247 -7.1117
H 1.2067 4.0219 -8.1349
C -3.4522 -5.3546 -0.6627
N -3.7211 -4.0395 -0.0248
O -3.5350 -3.9528 1.1813
O -4.1097 -3.1385 -0.7572
H -3.1157 -6.0540 0.1022
H -4.3824 -5.6970 -1.1161
H -2.6773 -5.2029 -1.4142
C 6.0258 -6.3567 1.4880
N 4.6351 -6.6112 1.9474
O 4.4872 -7.0247 3.0890
O 3.7383 -6.3869 1.1451
H 6.7131 -6.5977 2.2981
H 6.2086 -6.9956 0.6240
H 6.0965 -5.3018 1.2230
C 5.7354 3.4391 -8.4340
N 4.3482 3.1752 -7.9695
O 4.2080 2.7483 -6.8304
O 3.4470 3.4054 -8.7636
H 6.4282 3.1915 -7.6305
H 5.9153 2.8103 -9.3059
H 5.8013 4.4971 -8.6878
C -0.6221 -10.6846 0.6678
N 0.8521 -10.5012 0.7242
O 1.4889 -10.7554 -0.2883
O 1.3199 -10.1076 1.7853
H -0.8948 -11.0351 -0.3269
H -0.8907 -11.4225 1.4239
H -1.0820 -9.7182 0.8759
C -6.8255 5.7734 4.3371
N -8.1390 5.5774 3.6698
O -9.1437 5.8091 4.3286
O -8.1163 5.1973 2.5071
H -6.9971 6.1099 5.3590
H -6.3064 4.8150 4.3286
H -6.2775 6.5259 3.7700

Cartesian forces (eV/Å) of the 2 atoms listed first:
C 5.394 2.448 2.985
C -6.266 -3.480 -0.605

The total charge is 0. The SMILES is C#C[C@]1(CCCCC)C(=O)O[C@](OC#N)(B(O)OC)[C@@]1(P(C)O)P(C)CC.C[N+](=O)[O-].C[N+](=O)[O-].C[N+](=O)[O-].C[N+](=O)[O-].C[N+](=O)[O-].C[N+](=O)[O-].C[N+](=O)[O-].C[N+](=O)[O-]. Its largest force on an atom is 7.2 eV Å⁻¹. For the HOMO-LUMO gap, the calculation gives 6.88 eV. Its total energy is -104447.881 eV.

---

Entry from OMol25: a molecular structure, C35H33AsBrF6GeN6O5STi in a non-equilibrium geometry (ωB97M-V with the def2-TZVPD basis set).

Element x y z (Å)
Ti -1.0346 0.1570 -3.0561
O 2.5518 -3.1853 1.4499
C 4.5293 -2.5191 -1.1902
O 4.2845 -1.6848 -0.5180
C 5.0137 -3.6690 -1.9628
C 5.0543 -3.6376 -3.3186
C 5.6700 -4.7665 -3.9018
C 6.2410 -5.7632 -3.1015
C 6.1347 -5.6298 -1.6965
N 5.4816 -4.6319 -1.0961
H 4.7807 -2.7964 -3.8863
H 5.7280 -4.7787 -5.0041
H 6.7119 -6.5585 -3.6472
H 6.6290 -6.3301 -1.0217
C -6.2010 3.0195 -1.5203
C -5.5442 2.1472 -2.5377
N -5.9058 0.9103 -2.8157
N -4.9428 0.4659 -3.6260
C -3.8987 1.3120 -3.8608
S -2.4650 1.0541 -4.7963
N -4.3255 2.4173 -3.1118
N -3.5896 3.5933 -2.8674
H -7.0534 3.5719 -2.0074
H -5.5065 3.8098 -1.2074
H -6.5540 2.3491 -0.7147
H -4.9682 -0.4256 -4.0917
H -2.6918 3.3082 -2.5062
H -3.4661 3.9556 -3.7723
O -4.9903 -4.6780 -2.5389
C -4.1186 -3.6593 -2.6075
C -4.2562 -2.5355 -1.7392
C -3.3722 -1.4720 -1.9061
N -2.4518 -1.4834 -2.9322
C -2.4429 -2.5339 -3.7750
Br -1.1784 -2.4375 -5.2094
C -3.1247 -3.7025 -3.6010
H -5.5374 -4.7264 -1.7093
H -4.9230 -2.5380 -0.9286
H -3.3551 -0.6369 -1.2799
H -2.9924 -4.5083 -4.3036
F 0.7286 -0.9450 -3.5810
As 1.9715 0.5183 -3.6950
F 2.8762 -0.6240 -4.5294
F 2.4795 0.0797 -2.1374
F 2.8921 1.9654 -3.8070
F 0.5970 1.3775 -2.7817
F 1.0142 0.9297 -5.0677
O -0.5756 -0.3610 -1.1442
C -1.2858 0.6182 -0.7282
O -1.8463 1.3473 -1.6264
C -1.3520 0.9073 0.7303
C -0.1928 1.8327 1.0626
Ge 0.6545 1.6622 2.8179
C 2.4991 2.2704 2.8583
C 2.9188 3.2755 2.0545
C 4.2628 3.6994 2.0673
C 5.1059 3.0225 2.9012
C 4.6391 2.0370 3.7612
C 3.3276 1.6735 3.7728
C 0.8449 -0.3461 3.0564
C 0.0755 -0.9920 4.0234
C 0.2354 -2.3142 4.2801
C 1.1132 -3.0618 3.4441
C 1.7779 -2.4907 2.3595
C 1.5858 -1.0887 2.1802
C -0.5028 2.5893 4.1511
C -1.8705 2.8520 3.7555
C -2.7648 3.4515 4.5321
C -2.3687 3.8818 5.8515
C -1.0329 3.6585 6.2227
C -0.1000 3.0722 5.3781
H -1.1394 -0.0576 1.2401
H -2.3463 1.2518 1.0718
H -0.5167 2.9161 0.9167
H 0.5774 1.6124 0.2852
H 2.1926 3.6277 1.3744
H 4.6381 4.5975 1.5407
H 6.1730 3.2887 3.0566
H 5.3167 1.5206 4.4312
H 3.0167 0.7717 4.3187
H -0.5576 -0.4244 4.6906
H -0.3344 -2.7278 5.1156
H 1.3269 -4.0165 3.8675
H 3.0289 -3.8915 1.9304
H 2.0619 -0.6863 1.2925
H -2.2245 2.4133 2.7891
H -3.8193 3.6625 4.2510
H -3.1549 4.1511 6.5355
H -0.7335 3.8530 7.2510
H 0.8668 2.8566 5.7956

Cartesian forces (eV/Å) of the 2 atoms listed first:
Ti 0.512 -0.852 -0.286
O 0.460 -0.283 0.657

The total charge is +2. The spin multiplicity is 2. Its largest force on an atom is 4.2 eV Å⁻¹. For the HOMO-LUMO gap, the calculation gives 5.59 eV. Its total energy is -293650.380 eV. As for the expectation value of S²: 0.7525.

---

Entry from OMol25: a single C5H9NO molecule in a non-equilibrium geometry (ωB97M-V with the def2-TZVPD basis set).

Element x y z (Å)
C -2.2015 0.1815 0.5179
C -1.2773 -0.4196 -0.1526
C 0.4166 0.0130 -0.0116
C 0.7516 0.9043 -1.2009
O 0.5839 0.6705 1.2066
N 0.8584 -1.2227 -0.1619
C 1.4519 -1.7780 0.8230
H -3.2746 -0.0858 0.3785
H -1.9231 1.1278 1.0170
H -1.4157 -1.2984 -0.7973
H -0.0822 0.9897 -1.7838
H 1.4530 0.3019 -1.7373
H 1.1918 1.8358 -0.8453
H 1.4991 0.7468 1.4736
H 1.7882 -2.7255 0.3756
H 1.5523 -1.5137 1.8751

Cartesian forces (eV/Å) of the 2 atoms listed first:
C -1.763 1.716 0.264
C 3.482 -0.281 -0.450

The total charge is 0. The SMILES is C=C[C@@](C)(O)N=C. Its largest force on an atom is 6.8 eV Å⁻¹. For the HOMO-LUMO gap, the calculation gives 10.44 eV. Its total energy is -8865.320 eV.